C31H42O4P | wB97M-V/def2-TZVPD

Summary:
* multiplicity: 1
* frontier orbital gap: 5.6 eV
* highest occupied orbital energy: -11.120 eV
* net charge: +1
* E_LUMO: -5.48 eV

Each line ends with the Löwdin charge.
CARTESIAN COORDINATES (ANGSTROEM)
C1 -7.544536 0.480475 1.620717  -0.11
C2 -6.823715 -0.611455 0.836560  -0.27
C3 -5.307784 -0.561101 0.914539  -0.21
C4 -4.668811 -1.707710 0.121516  -0.27
O1 -3.233307 -1.695072 0.247724  -0.33
P1 -2.449570 -3.014765 0.907112  0.92
O2 -1.415615 -3.515208 -0.276372  -0.33
C5 -0.826566 -4.841849 -0.337151  -0.24
C6 0.231358 -5.106537 0.740788  -0.21
C7 0.897039 -6.484423 0.659674  -0.26
C8 -0.017454 -7.653789 1.017520  -0.11
O3 -1.357349 -2.212837 1.885319  -0.34
C9 -1.533780 -2.433887 3.287652  -0.30
C10 -0.286550 -1.977502 4.047525  -0.21
C11 -0.460768 -2.257558 5.529202  -0.28
C12 0.651288 -1.751723 6.439841  -0.11
H1 -8.613316 0.425835 1.401795  0.07
H2 -7.423258 0.351057 2.700881  0.07
H3 -7.192736 1.481214 1.349817  0.07
H4 -7.156858 -1.592826 1.192878  0.11
H5 -7.103181 -0.551681 -0.221353  0.11
H6 -4.942935 0.395964 0.516025  0.10
H7 -4.976930 -0.617770 1.962104  0.12
H8 -5.083672 -2.669802 0.471207  0.11
H9 -4.928325 -1.599669 -0.943828  0.13
H10 -1.618139 -5.607123 -0.275383  0.11
H11 -0.353149 -4.906572 -1.327166  0.13
H12 1.015330 -4.341637 0.644159  0.11
H13 -0.230722 -4.992274 1.733209  0.10
H14 1.316126 -6.627146 -0.343628  0.11
H15 1.741998 -6.460098 1.355334  0.11
H16 0.575197 -8.571006 1.092231  0.07
H17 -0.508122 -7.496274 1.983287  0.08
H18 -0.787720 -7.816879 0.257639  0.07
H19 -2.412055 -1.873034 3.655149  0.12
H20 -1.734709 -3.500735 3.493579  0.11
H21 0.594857 -2.514269 3.661298  0.12
H22 -0.119267 -0.908593 3.860022  0.11
H23 -1.414914 -1.830075 5.851449  0.11
H24 -0.551230 -3.341359 5.654009  0.11
H25 0.427014 -2.052766 7.466161  0.07
H26 1.626544 -2.171099 6.176583  0.07
H27 0.727720 -0.659571 6.423516  0.07
C13 -4.469102 8.043634 2.291690  -0.08
C14 -4.115562 7.728927 0.975683  -0.07
C15 -4.279672 6.427135 0.489898  -0.01
C16 -4.820055 5.464211 1.341026  -0.25
O4 -4.929771 4.127857 0.931352  0.01
C17 -3.740919 3.441876 0.671944  -0.20
C18 -3.308899 2.523573 1.638803  0.03
C19 -2.188576 1.765642 1.384164  0.02
C20 -1.474060 1.876384 0.156613  -0.18
C21 -0.336186 1.046282 -0.004448  0.14
C22 0.814401 1.267088 -0.798966  -0.17
C23 1.850880 0.280968 -0.738862  0.02
C24 2.964477 0.355950 -1.556032  -0.04
C25 3.081156 1.397340 -2.494612  -0.01
C26 2.110451 2.411425 -2.534043  -0.04
C27 1.039033 2.398948 -1.647956  0.01
C28 -1.977760 2.785181 -0.816182  0.02
C29 -3.063053 3.605537 -0.540989  0.04
C30 -5.232476 5.772690 2.639278  0.00
C31 -5.007364 7.058481 3.126604  -0.07
H28 -4.333629 9.063184 2.662070  0.11
H29 -3.702576 8.488862 0.310097  0.11
H30 -3.988450 6.148707 -0.521736  0.10
H31 -3.867451 2.446048 2.570349  0.14
H32 -1.822727 1.079838 2.146281  0.13
H33 -0.326071 0.145923 0.612163  0.13
H34 1.731083 -0.542090 -0.035964  0.13
H35 3.749690 -0.400724 -1.482939  0.12
H36 3.926431 1.423771 -3.181084  0.12
H37 2.199119 3.222081 -3.262825  0.12
H38 0.363271 3.247196 -1.604327  0.11
H39 -1.524239 2.831647 -1.805720  0.12
H40 -3.409068 4.351602 -1.257202  0.12
H41 -5.669785 4.985053 3.251276  0.12
H42 -5.262158 7.287779 4.162709  0.11

Forces on atoms 1 to 2 (eV/Å):
-0.047 -0.088 -0.047
-0.005 -0.143 -0.154

C31H43BrInN6O3 | wB97M-V/def2-TZVPD

Summary:
* multiplicity: 1
* frontier orbital gap: 8.2 eV
* highest occupied orbital energy: -5.834 eV
* net charge: -1
* E_LUMO: 2.34 eV

Each line ends with the Löwdin charge.
CARTESIAN COORDINATES (ANGSTROEM)
C1 1.540273 -0.443921 6.938744  0.02
C2 0.141298 -0.425015 6.392853  -0.49
O1 -0.550459 0.551412 6.337195  0.10
O2 -0.355206 -1.653491 6.000044  0.05
C3 0.257645 -2.174639 4.814587  -0.54
O3 1.164033 -2.954054 4.948041  0.07
C4 -0.307860 -1.681287 3.558548  -0.18
In1 1.362538 -1.076458 2.143708  0.54
C5 3.023383 -0.312515 3.418344  -0.30
C6 3.269507 1.206354 3.437812  -0.39
C7 2.031188 2.097221 3.580877  -0.59
Br1 2.019798 3.038149 5.315345  0.63
H1 2.045588 -1.368729 6.665786  0.08
H2 1.519132 -0.337044 8.022891  0.09
H3 2.092668 0.397827 6.517016  0.04
H4 -0.832909 -2.524868 3.100882  0.06
H5 -1.026993 -0.883118 3.743039  0.04
H6 1.830377 -2.582162 1.309983  -0.10
H7 0.783261 0.102321 0.957858  -0.09
H8 3.925368 -0.770524 3.000995  0.02
H9 2.934825 -0.705386 4.434212  0.01
H10 3.830986 1.500263 2.547450  0.10
H11 3.924798 1.454612 4.281199  0.06
H12 1.089339 1.560036 3.500652  0.03
H13 2.058940 2.906332 2.851823  0.04
N1 0.575580 -7.396545 1.642130  -0.01
C8 1.070894 -8.049610 2.739295  -0.16
C9 1.442668 -7.101254 3.656186  -0.11
C10 1.161010 -5.824967 3.094737  -0.09
C11 0.629530 -6.042568 1.852664  -0.14
H14 0.231961 -7.839186 0.811100  0.14
H15 1.115884 -9.125111 2.773049  0.10
H16 1.870092 -7.298473 4.625605  0.09
H17 1.324634 -4.852480 3.526979  0.07
H18 0.290554 -5.346812 1.103854  0.10
N2 -1.323326 3.646014 3.599894  0.01
C12 -2.370128 4.183873 2.898239  -0.17
C13 -3.517860 3.563867 3.316004  -0.12
C14 -3.145479 2.620763 4.313288  -0.10
C15 -1.785273 2.691821 4.462664  -0.13
H19 -0.356534 3.903973 3.499463  0.11
H20 -2.216631 4.955106 2.160972  0.09
H21 -4.509417 3.756073 2.941521  0.08
H22 -3.798987 1.954698 4.851253  0.09
H23 -1.107406 2.144012 5.098305  0.07
N3 0.229427 3.466750 -0.447564  0.02
C16 1.144473 2.475163 -0.648272  -0.15
C17 1.816091 2.760054 -1.810227  -0.12
C18 1.285597 3.982697 -2.317885  -0.14
C19 0.303492 4.390992 -1.452293  -0.15
H24 -0.407913 3.485042 0.329418  0.14
H25 1.229514 1.655690 0.050400  0.02
H26 2.602144 2.161605 -2.242786  0.09
H27 1.587226 4.499037 -3.215175  0.09
H28 -0.344184 5.251037 -1.469696  0.10
N4 0.400083 2.011316 -5.195968  0.02
C20 1.371595 1.790327 -6.128773  -0.15
C21 0.758298 1.547862 -7.329746  -0.11
C22 -0.643963 1.627909 -7.108714  -0.13
C23 -0.828316 1.920625 -5.779117  -0.15
H29 0.565410 2.207968 -4.220785  0.12
H30 2.413226 1.816653 -5.858286  0.11
H31 1.256802 1.334548 -8.260643  0.09
H32 -1.421450 1.490055 -7.843297  0.08
H33 -1.726108 2.067326 -5.201720  0.11
N5 1.360050 -1.964102 -2.041684  0.02
C24 1.955235 -2.789332 -2.951417  -0.15
C25 1.749474 -2.261889 -4.199785  -0.12
C26 0.994989 -1.068204 -4.034446  -0.11
C27 0.770929 -0.915169 -2.687977  -0.14
H34 1.353780 -2.108498 -1.044763  0.08
H35 2.477625 -3.675748 -2.634118  0.10
H36 2.102440 -2.681702 -5.127702  0.08
H37 0.655419 -0.405034 -4.807130  0.06
H38 0.248203 -0.151285 -2.136394  0.10
N6 -3.775296 0.331064 -6.334510  0.01
C28 -4.255479 1.536664 -6.765589  -0.15
C29 -5.607112 1.556049 -6.541006  -0.12
C30 -5.954441 0.311971 -5.948001  -0.12
C31 -4.801517 -0.419203 -5.833624  -0.14
H39 -2.810748 0.046786 -6.375317  0.12
H40 -3.598459 2.276810 -7.189678  0.10
H41 -6.271544 2.372062 -6.771991  0.09
H42 -6.935512 -0.007020 -5.637777  0.09
H43 -4.624858 -1.404192 -5.436951  0.11

Forces on atoms 1 to 2 (eV/Å):
0.349 -0.085 -0.433
-0.255 -0.259 0.066

C31H43CeCl2OP3S | wB97M-V/def2-TZVPD

Summary:
* multiplicity: 1
* frontier orbital gap (spin up / spin down): 2.5 / 4.8 eV
* highest occupied orbital energy (spin up / spin down): -10.861 / -11.829 eV
* net charge: +2
* E_LUMO (spin up / spin down): -8.31 / -7.00 eV

Each line ends with the Löwdin charge.
CARTESIAN COORDINATES (ANGSTROEM)
P1 1.353371 1.907894 -5.630255  1.10
C1 3.016031 1.873164 -5.028398  -0.37
C2 3.751064 1.238044 -6.068955  -0.13
H1 3.189350 0.608556 -6.767341  0.10
C3 5.093072 1.516219 -6.238503  -0.07
H2 5.611663 1.105467 -7.101695  0.12
C4 5.741682 2.324411 -5.299827  -0.06
H3 6.782734 2.562127 -5.448237  0.11
C5 5.081920 2.813507 -4.166197  -0.07
H4 5.629211 3.403009 -3.412605  0.12
C6 3.709287 2.578008 -3.989338  -0.06
H5 3.161390 2.917144 -3.090893  0.11
C7 0.604613 0.264731 -5.682592  -0.35
C8 1.157969 -1.017379 -5.355260  -0.09
H6 2.087861 -1.096940 -4.775617  0.09
C9 0.534890 -2.183743 -5.825605  -0.09
H7 0.982912 -3.176309 -5.626245  0.12
C10 -0.615387 -2.102558 -6.621502  -0.08
H8 -1.074869 -3.009338 -7.025426  0.11
C11 -1.181506 -0.856129 -6.922581  -0.07
H9 -2.038364 -0.777985 -7.588451  0.12
C12 -0.611943 0.293145 -6.394657  -0.14
H10 -1.019430 1.269966 -6.643232  0.11
C13 0.325916 3.273032 -5.131610  -0.34
C14 0.525956 4.054470 -6.293271  -0.15
H11 1.317148 3.724761 -6.984328  0.09
C15 -0.288093 5.136991 -6.554149  -0.05
H12 -0.148072 5.685530 -7.476176  0.12
C16 -1.270146 5.478614 -5.616333  -0.05
H13 -1.917487 6.318152 -5.828409  0.11
C17 -1.426094 4.773903 -4.417347  -0.07
H14 -2.192594 5.079807 -3.686540  0.11
C18 -0.617959 3.658662 -4.131731  -0.06
H15 -0.676021 3.123637 -3.162537  0.09
Ce1 -0.092837 0.489896 0.428751  0.15
C19 -2.121545 -0.762866 -0.441468  -0.11
C20 -2.436096 -0.923005 -1.722362  -0.34
H16 -2.669719 -1.043319 0.465860  0.04
C21 -1.468224 -0.364762 -2.798203  -0.36
O1 -2.233427 0.594716 -3.534209  -0.03
H17 -1.775543 0.853610 -4.332323  0.05
C22 -0.317313 0.116957 -1.952568  -0.11
H18 -1.218782 -1.167789 -3.513336  0.13
C23 0.858889 -0.325488 -1.458032  -0.52
Cl1 -0.808697 -0.492236 2.744380  0.06
Cl2 2.440321 1.152987 0.609148  0.14
P2 1.391936 -1.976686 -0.603298  0.85
C24 2.136079 -2.374258 1.008191  -0.17
H19 1.359927 -2.677906 1.726622  0.07
H20 2.688596 -1.510308 1.399895  0.04
H21 2.825478 -3.211260 0.798068  0.08
C25 0.319723 -3.382385 -0.971507  -0.17
H22 -0.139803 -3.264206 -1.962406  0.06
H23 -0.474657 -3.468286 -0.215515  0.07
H24 0.957530 -4.284050 -0.957902  0.08
C26 2.740762 -2.142313 -1.771972  -0.18
H25 3.339127 -1.226528 -1.768642  0.08
H26 2.348512 -2.316323 -2.777828  0.06
H27 3.339670 -2.986632 -1.441456  0.07
P3 -3.974118 -1.790871 -2.314743  0.91
C27 -4.484042 -2.852472 -0.971337  -0.16
C28 -3.545691 -2.763416 -3.785672  -0.16
H28 -4.339681 -2.321929 -0.020265  0.06
H29 -3.872422 -3.765782 -0.982701  0.08
H30 -5.543793 -3.109414 -1.110161  0.08
H31 -3.256653 -2.109789 -4.628188  0.06
H32 -4.425330 -3.365686 -4.077292  0.08
H33 -2.708624 -3.441935 -3.543602  0.07
C29 -5.194486 -0.534065 -2.718253  -0.16
H34 -5.502555 -0.028075 -1.791084  0.08
H35 -6.064270 -1.019739 -3.185718  0.08
H36 -4.738932 0.198747 -3.402581  0.06
H37 1.612665 0.049662 -2.260342  0.16
C30 -0.531489 3.588688 1.860752  -0.35
S1 -0.675340 3.481953 0.048942  0.77
C31 -2.479171 3.622072 -0.126024  -0.35
H38 -0.013506 2.695654 2.267625  0.01
H39 -1.539829 3.667084 2.294569  0.06
H40 0.059017 4.484057 2.124023  0.07
H41 -2.949426 3.481319 0.859369  0.05
H42 -2.769126 4.612302 -0.531279  0.06
H43 -2.819485 2.832506 -0.820478  0.04

Forces on atoms 1 to 2 (eV/Å):
0.169 -1.536 0.838
1.447 -0.339 0.662

The lowest net charge belongs to which entry? C31H43BrInN6O3

The lowest net charge belongs to which entry? C31H43BrInN6O3

What is the net charge in the third record? +2